# C4H4Cl2O2

The molecule C4H4Cl2O2 (ωB97M-V/def2-TZVPD, the Open Molecules 2025 dataset).

Total charge = 0
ΔE to the lowest compared entry with this formula, charge and spin = 0.00 kcal/mol
Maximum force = 0.0164 hartree/bohr
LUMO level = 0.0204 Eh

```
12
Properties=species:S:1:pos:R:3:forces:R:3
O -0.334489 1.910409 0.815021 0.58 -0.47 -0.40
C 0.450922 1.248320 0.184106 -0.67 0.33 0.40
O 1.337661 1.814397 -0.640057 -0.04 -0.10 0.04
C 0.431946 -0.267921 0.263720 0.14 0.18 -0.34
Cl 1.914885 -1.078556 -0.269211 -0.09 0.06 0.02
C -0.354648 -0.886856 1.369625 -0.21 0.14 0.33
C -0.860321 -1.008082 -0.024257 0.22 -0.02 0.09
Cl -2.291158 -0.189553 -0.580830 -0.06 0.09 0.03
H 1.893416 1.139603 -1.054812 0.03 -0.04 0.01
H 0.052979 -1.770769 1.840949 -0.06 0.02 -0.01
H -0.843190 -0.156490 2.008890 0.06 -0.15 -0.05
H -0.739321 -1.965700 -0.503207 0.08 -0.03 -0.10
```
Forces are in eV/Å.

=====

# C13H8CoN9O2S2Te

A structure of composition C13H8CoN9O2S2Te at a distorted geometry (ωB97M-V/def2-TZVPD, the Open Molecules 2025 dataset).

Total charge = -2
ΔE to the lowest compared entry with this formula, charge and spin = 20.50 kcal/mol
Maximum force = 0.0307 hartree/bohr
LUMO level (spin up / spin down) = 0.1479 / 0.1014 Eh
Expectation value of S² = 6.02
2S+1 = 5

```
36
Properties=species:S:1:pos:R:3:forces:R:3
Co -0.073910 0.090451 -0.001365 1.41 -0.71 0.00
O 0.373974 0.068442 4.111296 0.03 0.05 -0.14
C 0.857882 0.174969 2.989734 0.20 -0.07 0.11
O 0.177530 0.497738 1.941971 -0.51 0.09 0.04
C 2.354939 0.007631 2.805962 0.08 0.08 0.07
C 3.096055 0.014926 3.990233 -0.01 -0.02 -0.04
C 4.476399 -0.041081 3.998795 -0.02 0.02 0.11
C 5.147036 -0.100223 2.781506 0.06 -0.02 -0.04
C 4.436450 -0.127212 1.599687 0.05 0.02 0.14
C 3.027806 -0.086922 1.568380 -0.24 -0.02 0.00
S 2.313481 -0.215287 -0.023324 -0.20 0.02 -0.29
H 2.531237 0.070515 4.911581 0.01 0.01 0.01
H 5.022167 -0.028274 4.935815 0.00 0.00 -0.01
H 6.232373 -0.127404 2.760592 -0.01 -0.01 -0.04
H 4.959446 -0.176467 0.652678 -0.03 -0.03 -0.02
N -1.483399 -1.815580 -2.464045 0.06 0.02 -0.01
C -0.756304 -0.712802 -2.847491 0.22 0.49 -0.03
N -0.497489 -0.424247 -4.112702 -0.17 -0.17 -0.07
N 0.181937 0.739887 -4.058636 0.01 0.02 0.06
N 0.328633 1.120248 -2.839478 0.02 0.09 0.00
N -0.261082 0.217808 -2.023009 -0.23 -0.22 -0.28
C -1.652512 -2.239486 -1.168212 -0.08 0.00 0.58
N -2.296654 -3.348463 -0.846469 -0.04 -0.03 -0.26
N -2.266475 -3.374240 0.503820 0.04 0.05 0.02
N -1.640227 -2.351616 0.962329 0.05 -0.05 0.08
N -1.223879 -1.589798 -0.076499 -0.27 -0.08 -0.39
H -1.752995 -2.450703 -3.191741 0.01 -0.04 0.00
Te -1.462157 2.239081 1.072297 -0.70 0.77 0.51
C -2.753504 3.802567 0.391722 0.29 -0.05 -0.41
C -3.726357 4.381274 1.163687 -0.03 -0.04 0.21
C -4.406356 5.453811 0.536731 -0.14 0.12 -0.02
C -3.939502 5.703977 -0.718197 0.27 -0.26 -0.20
S -2.682875 4.608108 -1.139421 -0.15 -0.06 0.26
H -3.939465 4.039531 2.168182 0.03 0.01 -0.01
H -5.204893 6.020047 0.997772 0.01 -0.01 0.01
H -4.268611 6.451497 -1.423082 -0.02 0.03 0.05
```
Forces are in eV/Å.

=====

# C44H88O18

A cluster of 13 separate species, C44H88O18 in total at a distorted geometry (ωB97M-V/def2-TZVPD, the Open Molecules 2025 dataset).

Total charge = 0
ΔE to the lowest compared entry with this formula, charge and spin = 0.00 kcal/mol
Maximum force = 0.0794 hartree/bohr
LUMO level = 0.0174 Eh

```
150
Properties=species:S:1:pos:R:3:forces:R:3
O -1.693397 -1.815418 -1.853785 -0.13 -1.57 -0.81
C -1.751086 -2.971560 -2.272398 0.48 0.55 1.73
O -2.558841 -3.447221 -3.179778 0.27 -0.77 -0.90
C -3.467445 -2.662411 -3.930117 -3.81 -0.74 1.27
C -2.900255 -1.697402 -4.871486 2.43 0.00 -0.56
C -0.862868 -4.106017 -1.757951 1.26 1.86 -0.26
H -4.227675 -2.238932 -3.218331 1.09 0.12 -0.55
H -4.105983 -3.421592 -4.444333 0.76 0.38 0.12
H -1.982910 -1.278388 -4.436906 -0.24 0.26 -0.03
H -3.534273 -0.886952 -5.139967 -0.75 0.52 -0.06
H -2.559641 -2.205814 -5.775333 -0.11 0.07 -0.16
H -0.679793 -4.002618 -0.699625 -0.39 -0.12 0.42
H 0.122139 -3.832881 -2.165657 -0.04 -0.19 -0.11
H -1.058496 -5.103991 -2.078495 -0.63 -0.47 -0.15
O -0.359508 1.871250 -4.094861 0.14 1.03 -0.20
C -0.229234 2.949993 -4.634541 0.49 -0.69 -0.59
O -0.862576 3.263189 -5.778447 -0.50 0.20 -0.06
C -1.874682 2.365663 -6.200174 -1.46 -1.23 0.77
C -1.346355 1.247849 -7.093788 -0.44 -1.09 1.99
C 0.699913 4.097182 -4.330788 0.10 -1.64 0.40
H -2.587843 2.920304 -6.779673 -0.26 0.72 -0.10
H -2.456666 1.974978 -5.283802 1.13 0.44 -1.36
H -2.127264 0.431321 -7.102196 0.88 0.79 -0.26
H -0.458388 0.858241 -6.562403 -0.28 -0.13 -0.63
H -1.111834 1.580515 -8.083742 0.18 0.14 -0.51
H 0.526247 4.817828 -5.095525 0.03 0.99 0.08
H 1.714414 3.733119 -4.359283 0.48 -0.30 -0.39
H 0.624317 4.355525 -3.295075 -0.50 0.79 0.50
O -0.319387 0.997227 4.834423 -0.18 0.59 0.50
C -0.697119 2.072723 5.261612 0.41 -0.59 -0.91
O -1.992038 2.413594 5.326096 0.09 0.55 0.59
C -2.937824 1.430775 4.988825 -1.05 -1.06 -0.66
C -3.252373 1.459542 3.517263 -0.59 0.87 -0.07
C 0.158432 3.218063 5.675155 0.95 0.96 -0.98
H -3.887015 1.642491 5.500461 0.59 0.08 0.35
H -2.569076 0.451120 5.257250 0.09 -0.23 0.36
H -3.636745 2.441295 3.302688 -0.26 0.66 -0.18
H -4.042670 0.795919 3.203869 -0.20 -0.58 0.25
H -2.431206 1.346455 2.859262 1.10 -0.45 -0.45
H -0.430312 4.122804 5.673622 -0.28 0.23 0.10
H 1.044628 3.418785 5.015344 -0.86 -0.67 0.35
H 0.572508 3.112092 6.655886 0.12 -0.40 0.71
O 2.517958 -1.492049 4.607622 -0.92 -1.53 0.18
C 1.725866 -2.421166 4.770859 0.75 1.35 -0.52
O 1.954856 -3.679662 4.363422 1.13 0.49 -0.18
C 3.266615 -3.820163 3.751754 1.02 -0.71 0.05
C 3.453779 -5.285291 3.372698 -1.58 -0.14 0.10
C 0.417967 -2.255422 5.447364 0.06 0.49 0.63
H 4.090956 -3.540076 4.474380 -1.13 0.01 -0.69
H 3.342210 -3.194323 2.852753 -0.12 0.08 0.42
H 3.333350 -5.922427 4.248295 0.35 -0.03 0.05
H 4.357584 -5.491633 2.846606 1.08 0.13 0.05
H 2.697237 -5.645294 2.666555 -0.28 0.37 0.11
H -0.235895 -3.115115 5.367816 -0.03 -0.06 0.01
H -0.047665 -1.317664 5.151191 -0.08 -0.10 -0.42
H 0.694406 -2.032544 6.482263 -0.21 -0.38 0.20
O -1.207113 1.204857 0.756809 -1.29 1.05 1.08
C -0.312519 0.915915 0.021641 -0.99 -0.06 -2.43
O 0.536327 -0.035234 0.344322 0.80 -0.16 -0.39
C 0.060953 -0.831973 1.415345 -0.02 -0.39 1.38
C 1.013153 -2.005557 1.548387 -0.08 0.42 -1.66
C -0.229065 1.430960 -1.424117 0.47 0.27 1.79
H -0.971852 -1.127172 1.217089 0.11 -0.31 -0.39
H -0.078217 -0.247952 2.365570 0.72 -0.34 -0.77
H 2.048263 -1.681120 1.650308 -0.10 0.02 0.34
H 1.007851 -2.672908 0.653842 -0.21 0.60 0.41
H 0.658998 -2.574356 2.356262 -0.08 -0.96 1.30
H -0.280071 0.653752 -2.175492 0.06 -0.13 0.22
H 0.714805 1.946569 -1.462954 0.69 0.12 -0.63
H -0.994458 2.186713 -1.581469 -0.13 -0.23 0.04
C 4.500029 1.157775 4.419536 0.73 -0.77 0.38
C 3.321621 1.961069 3.932947 1.09 2.28 0.75
O 3.153946 3.118182 4.359266 -0.38 -2.20 -1.12
C 2.555562 1.268515 2.841287 -1.56 -1.23 0.69
H 5.164018 1.592060 5.188634 -0.74 0.32 -0.37
H 5.131734 0.937560 3.547524 -0.11 0.06 0.05
H 4.188196 0.170245 4.785667 -0.17 0.18 -0.17
H 3.117881 0.381618 2.525515 0.06 0.36 -0.19
H 2.236588 1.861629 1.963295 0.19 -0.18 0.91
H 1.657937 0.758236 3.352387 0.96 1.07 -0.68
C 5.175812 0.786582 -1.984747 0.48 -0.30 0.50
C 3.900074 1.521123 -1.677454 1.02 1.07 0.03
O 3.263172 2.057371 -2.565115 -0.29 -0.33 0.55
C 3.549905 1.652797 -0.196449 -0.21 -0.98 -0.09
H 5.465178 0.811100 -3.047513 -0.28 -0.03 0.53
H 5.014468 -0.230183 -1.629917 0.01 -0.44 -0.29
H 6.008739 1.116098 -1.323662 -0.53 0.19 -0.53
H 4.382416 1.546723 0.523585 -0.03 0.54 -0.70
H 2.963409 0.765436 0.083989 -0.27 0.16 -0.31
H 2.939425 2.536652 -0.024017 0.12 0.04 0.03
C -2.859500 -4.689426 1.752453 0.36 -0.29 0.40
C -2.726834 -4.820056 3.292772 -0.07 0.22 -1.18
O -1.646790 -4.774740 3.827419 0.04 0.13 0.02
C -3.988528 -5.105730 4.020497 -0.52 -0.59 0.49
H -3.603058 -3.980401 1.344428 0.25 -0.25 0.59
H -3.125849 -5.693242 1.371136 0.14 0.39 0.06
H -1.860432 -4.418443 1.411845 -0.12 -0.06 -0.27
H -4.815800 -4.571648 3.536287 0.06 -0.17 0.38
H -3.892151 -4.895771 5.096013 -0.11 0.10 -0.44
H -4.178208 -6.198617 3.929389 -0.01 0.59 -0.06
C -4.247531 6.088134 -3.624871 -0.04 0.00 0.30
C -4.183757 4.738423 -2.895991 0.15 1.40 0.36
O -4.126434 3.696784 -3.492084 -0.18 -0.30 -0.69
C -4.016563 4.748917 -1.418481 0.13 -0.47 1.04
H -3.451550 6.803723 -3.335773 -0.12 -0.73 -0.17
H -5.159097 6.685028 -3.547126 -0.27 -0.45 0.57
H -4.214204 5.789796 -4.644184 0.48 0.20 -1.10
H -2.931179 4.838730 -1.229160 -0.36 0.35 0.03
H -4.263729 3.745825 -1.051329 -0.14 0.26 0.05
H -4.579408 5.520112 -0.861383 0.40 -0.27 -0.42
C 2.581037 -0.309230 -5.276142 -1.36 0.02 0.91
C 2.787745 -1.255266 -4.098224 -0.87 -0.15 0.64
O 3.853809 -1.810021 -3.992524 0.34 -0.29 0.08
C 1.711236 -1.453424 -2.985155 1.88 1.11 0.04
H 2.963950 0.640284 -4.931435 0.34 0.44 0.02
H 1.529488 -0.096162 -5.571008 0.61 -0.48 0.27
H 3.168177 -0.688568 -6.081948 0.34 -0.07 -0.64
H 1.845583 -0.593801 -2.275506 -0.26 -0.57 -0.58
H 1.928365 -2.353645 -2.399011 -0.09 0.12 -0.35
H 0.725030 -1.408885 -3.380449 -0.90 -0.06 -0.20
C -4.162359 -0.463112 0.193040 1.11 0.11 0.34
C -4.398838 -0.292212 -1.289778 -0.43 -0.27 0.71
O -5.209883 -1.022027 -1.819761 -0.21 0.10 -0.32
C -3.599643 0.709888 -2.045535 0.55 1.00 0.75
H -4.710287 -1.323631 0.566471 -0.17 0.13 0.02
H -4.384219 0.449422 0.731823 -0.68 0.31 0.07
H -3.101442 -0.546620 0.496191 -0.20 -0.27 -0.68
H -3.080426 1.426363 -1.362723 -0.66 -0.40 -0.42
H -4.117661 1.256591 -2.848640 0.14 -0.49 0.33
H -2.787520 0.092241 -2.398617 0.37 -0.09 -0.66
C 6.081561 -3.678436 -0.054890 1.29 -0.40 0.17
C 4.621546 -3.422138 -0.139282 0.10 -1.28 -0.73
O 4.155865 -2.348470 0.141669 -0.52 0.05 0.17
C 3.836251 -4.586583 -0.798895 -0.28 1.51 1.01
H 6.533808 -3.509287 -1.036100 -0.13 0.46 -0.08
H 6.375576 -4.722719 0.110871 -0.45 0.13 0.36
H 6.558827 -3.037233 0.686995 0.00 0.03 -0.16
H 3.904421 -4.309031 -1.837058 0.01 -0.21 -0.75
H 2.781437 -4.448103 -0.509972 0.34 -0.57 -0.06
H 4.282143 -5.574919 -0.624957 -0.39 0.40 0.03
C -1.569061 4.659097 2.363053 -0.90 -0.18 -1.21
C -0.350087 5.279478 1.733433 -0.05 -3.11 1.59
O -0.203119 6.446160 1.673794 0.83 2.26 -0.77
C 0.649357 4.174962 1.261414 -0.81 0.47 -0.71
H -1.991974 4.100472 1.483937 -0.16 0.15 0.98
H -2.313922 5.367542 2.774725 0.59 -0.27 -0.33
H -1.277190 3.924623 3.100746 -0.02 -0.22 0.17
H 1.536729 4.671160 0.900095 0.55 0.01 0.21
H 0.166966 3.758623 0.344124 0.28 -0.12 0.68
H 0.853175 3.350257 1.996229 -0.38 1.06 -0.64
```
Forces are in eV/Å.